Run i
DFT (ωB97M-V/def2-TZVPD) results for a cluster of 5 separate species, CH10O6 in total.

* E_HOMO: -10.79 eV
* structure (SMILES): O=CO.O.O.O.O

Structure (ORCA input):
```
! wB97M-V def2-TZVPD RIJCOSX def2/J DEFGRID3
* xyz 0 1
O 0.474 -0.773 2.448
C -0.539 -1.322 2.022
O -1.327 -0.948 0.989
H -1.051 -1.941 2.797
H -0.904 -1.093 0.198
O -0.053 0.259 -3.135
H 0.480 0.647 -2.419
H 0.649 0.141 -3.780
O 1.758 1.725 -1.304
H 1.286 2.502 -0.945
H 2.667 1.986 -1.063
O 0.986 2.357 1.689
H 1.069 1.426 2.110
H 1.135 2.878 2.542
O -1.727 -1.964 -1.594
H -1.354 -1.156 -2.128
H -1.633 -2.707 -2.180
*
```

---

Run ii
DFT (ωB97M-V/def2-TZVPD) results for a cluster of 5 separate species, CH10O6 in total.

* E_HOMO: -11.03 eV
* structure (SMILES): O=CO.O.O.O.O

Structure (ORCA input):
```
! wB97M-V def2-TZVPD RIJCOSX def2/J DEFGRID3
* xyz 0 1
O -1.995 2.109 0.705
C -1.353 1.635 1.582
O -0.116 1.115 1.375
H -1.686 1.667 2.632
H -0.046 0.159 1.449
O -1.937 -1.482 1.462
H -2.139 -2.410 1.633
H -1.224 -1.515 0.810
O 2.527 0.369 -2.160
H 2.707 -0.284 -2.845
H 1.954 0.995 -2.616
O -0.844 -0.307 -1.827
H -0.750 0.416 -1.198
H 0.028 -0.662 -2.006
O 1.648 -0.974 0.335
H 1.725 -0.416 1.109
H 1.501 -0.415 -0.439
*
```

---

Most favorable first, least favorable last: run ii, run i